Model 1:
Molecular formula: C6H14N3
Method: DFT, ωB97M-V/def2-TZVPD

* multiplicity: 1
* LUMO level: -0.1074 hartree
* total charge: +1
* SMILES string: CC(C)(C)[N@H+]1CNC=N1

Bonds (Å) are listed after each position.
Atoms and positions in Å:
1 C 1.220 2.325 -0.825  N7 1.272, N8 1.401, H10 1.055
2 C 1.832 0.116 -0.777  N8 1.435, N9 1.491, H11 1.109, H12 1.211
3 C -1.090 0.155 1.775  C6 1.534, H13 1.118, H14 1.146, H15 1.105
4 C -1.276 0.347 -0.782  C6 1.541, H16 1.084, H17 1.112, H18 1.137
5 C -0.277 -1.799 0.405  C6 1.527, H19 1.115, H20 1.121, H21 1.108
6 C -0.545 -0.295 0.413  C3 1.534, C4 1.541, C5 1.527, N9 1.649
7 N 0.688 1.915 0.256  C1 1.272, N9 1.417
8 N 1.849 1.315 -1.564  C1 1.401, C2 1.435, H22 0.930
9 N 0.889 0.513 0.307  C2 1.491, C6 1.649, N7 1.417, H23 0.987
10 H 0.978 3.308 -1.123  C1 1.055
11 H 1.445 -0.806 -1.257  C2 1.109
12 H 2.910 0.063 -0.227  C2 1.211
13 H -0.344 -0.254 2.500  C3 1.118
14 H -1.224 1.283 1.625  C3 1.146
15 H -2.068 -0.279 2.053  C3 1.105
16 H -0.451 0.372 -1.486  C4 1.084
17 H -1.595 1.356 -0.443  C4 1.112
18 H -2.310 -0.080 -0.988  C4 1.137
19 H 0.693 -1.867 -0.140  C5 1.115
20 H -0.172 -2.191 1.450  C5 1.121
21 H -1.032 -2.398 -0.141  C5 1.108
22 H 2.365 1.480 -2.319  N8 0.930
23 H 1.146 0.286 1.233  N9 0.987

Atomic partial charges in e from the Mulliken method, atoms 1 to 8: C -0.02; C -0.50; C -1.33; C -1.28; C -1.04; C 0.68; N -0.68; N -0.10

***

Model 2:
Molecular formula: C6H14N3
Method: DFT, ωB97M-V/def2-TZVPD

* multiplicity: 1
* LUMO level: -0.1373 hartree
* total charge: +1
* SMILES string: CC(=[NH2+])[C@H]1NCCN1C

Bonds (Å) are listed after each position.
Atoms and positions in Å:
1 C 1.519 -0.207 -0.208  C4 1.769, C5 1.462, N7 1.270
2 C -1.350 -0.351 0.881  C3 1.500, N8 1.443, H10 1.123, H11 1.174
3 C -1.252 -1.759 0.372  C2 1.500, N9 1.452, H12 1.102, H13 1.143
4 C -0.090 -0.277 -0.940  C1 1.769, N8 1.325, N9 1.415, H14 1.093
5 C 2.314 1.008 -0.041  C1 1.462, H15 1.095, H16 1.110, H17 1.110
6 C -0.834 1.815 -0.050  N8 1.413, H18 1.079, H19 1.107, H20 1.037
7 N 1.660 -1.271 0.472  C1 1.270, H21 1.049, H22 1.050
8 N -0.995 0.430 -0.279  C2 1.443, C4 1.325, C6 1.413
9 N -0.386 -1.653 -0.789  C3 1.452, C4 1.415, H23 1.020
10 H -2.402 -0.190 1.239  C2 1.123
11 H -0.548 -0.163 1.718  C2 1.174
12 H -0.833 -2.423 1.145  C3 1.102
13 H -2.283 -2.168 0.096  C3 1.143
14 H 0.064 0.054 -1.970  C4 1.093
15 H 3.360 0.770 0.176  C5 1.095
16 H 1.884 1.889 0.481  C5 1.110
17 H 2.575 1.331 -1.070  C5 1.110
18 H -0.010 2.164 0.552  C6 1.079
19 H -0.733 2.520 -0.898  C6 1.107
20 H -1.705 2.205 0.354  C6 1.037
21 H 2.493 -1.477 1.075  N7 1.049
22 H 0.945 -1.971 0.156  N7 1.050
23 H -0.847 -2.155 -1.547  N9 1.020

Atomic partial charges in e from the Mulliken method, atoms 1 to 8: C 0.34; C -0.42; C -0.74; C -0.25; C -1.18; C -1.09; N -0.15; N 0.03

***

What are the relative energies? In hartree: model 1 0.0258; model 2 0.0000.

***

Model 1:
Molecular formula: C6H14N3
Method: DFT, ωB97M-V/def2-TZVPD

* multiplicity: 1
* LUMO level: -0.1168 hartree
* total charge: +1
* SMILES string: C=C[C@]1(CC)NC[NH2+]N1

Bonds (Å) are listed after each position.
Atoms and positions in Å:
1 C 0.514 0.869 2.475  C2 1.293, H10 1.089, H11 1.149
2 C 0.173 1.189 1.269  C1 1.293, C4 1.496, H12 1.056
3 C -0.264 0.237 -2.146  N7 1.357, N9 1.734, H13 1.123, H14 1.081
4 C -0.175 0.238 0.168  C2 1.496, C6 1.556, N7 1.566, N8 1.500
5 C 1.772 -1.444 0.573  C6 1.578, H15 1.029, H16 1.043, H17 1.057
6 C 0.211 -1.242 0.457  C4 1.556, C5 1.578, H18 1.074, H19 1.148
7 N 0.557 0.658 -1.151  C3 1.357, C4 1.566, H20 1.028
8 N -1.595 0.566 -0.185  C4 1.500, N9 1.404, H21 1.052
9 N -1.878 0.472 -1.557  C3 1.734, N8 1.404, H22 1.077, H23 1.023
10 H 0.821 1.599 3.221  C1 1.089
11 H 0.404 -0.190 2.907  C1 1.149
12 H 0.076 2.173 0.897  C2 1.056
13 H -0.074 0.623 -3.184  C3 1.123
14 H -0.356 -0.839 -2.186  C3 1.081
15 H 2.355 -1.265 -0.255  C5 1.029
16 H 1.869 -2.443 0.856  C5 1.043
17 H 1.996 -0.825 1.398  C5 1.057
18 H -0.240 -1.498 1.397  C6 1.074
19 H -0.192 -1.869 -0.416  C6 1.148
20 H 0.984 1.593 -1.137  N7 1.028
21 H -2.290 0.199 0.514  N8 1.052
22 H -2.155 1.428 -1.968  N9 1.077
23 H -2.515 -0.228 -1.948  N9 1.023

Atomic partial charges in e from the Mulliken method, atoms 1 to 8: C -0.84; C -0.60; C -0.52; C 1.12; C -1.23; C -0.74; N -0.25; N -0.40

***

Model 2:
Molecular formula: C6H14N3
Method: DFT, ωB97M-V/def2-TZVPD

* multiplicity: 1
* LUMO level: -0.1168 hartree
* total charge: +1

Bonds (Å) are listed after each position.
Atoms and positions in Å:
1 C 1.957 -0.810 -0.224  C2 1.461, N7 1.203
2 C 2.472 0.450 0.308  C1 1.461, C3 1.512, H10 1.140, H11 1.056
3 C 1.745 1.593 -0.364  C2 1.512, N9 1.483, H12 1.110, H13 1.177
4 C -2.273 0.073 -0.683  C6 1.578, H14 1.121, H15 1.057, H16 1.103
5 C -0.969 -1.307 0.924  C6 1.559, H17 1.061, H18 1.105, H19 1.050
6 C -0.986 -0.832 -0.561  C4 1.578, C5 1.559, N8 1.410, H20 1.107
7 N 2.247 -1.976 -0.286  C1 1.203, H21 1.119
8 N 0.145 -0.092 -0.963  C6 1.410, N9 1.502
9 N 0.311 1.227 -0.263  C3 1.483, N8 1.502, H22 1.073, H23 1.028
10 H 2.322 0.127 1.391  C2 1.140
11 H 3.527 0.411 0.300  C2 1.056
12 H 1.765 2.615 0.070  C3 1.110
13 H 2.076 1.632 -1.493  C3 1.177
14 H -2.673 0.068 -1.730  C4 1.121
15 H -2.890 -0.369 0.052  C4 1.057
16 H -2.175 1.087 -0.259  C4 1.103
17 H -1.649 -2.113 1.047  C5 1.061
18 H -1.082 -0.503 1.673  C5 1.105
19 H -0.115 -1.874 1.148  C5 1.050
20 H -1.098 -1.689 -1.252  C6 1.107
21 H 1.575 -2.724 -0.778  N7 1.119
22 H 0.084 1.057 0.772  N9 1.073
23 H -0.379 1.795 -0.769  N9 1.028

Atomic partial charges in e from the Mulliken method, atoms 1 to 8: C 0.56; C -0.69; C -0.48; C -1.27; C -1.61; C 0.38; N -0.48; N -0.58

***

What are the relative energies? In hartree: model 1 0.0000; model 2 0.0491.

***

Model 1:
Molecular formula: C6H18O3
Method: DFT, ωB97M-V/def2-TZVPD

* multiplicity: 1
* LUMO level: 0.0218 hartree
* SMILES string: CCO.CCO.CCO

Bonds (Å) are listed after each position.
Atoms and positions in Å:
1 C 3.052 -4.422 1.367  C2 1.495, H4 1.090, H5 1.090, H6 1.090
2 C 1.650 -3.997 1.068  C1 1.495, O3 1.448, H7 1.090, H8 1.090
3 O 1.257 -2.847 1.855  C2 1.448, H9 0.960
4 H 3.372 -5.405 1.018  C1 1.090
5 H 3.205 -4.248 2.432  C1 1.090
6 H 3.687 -3.683 0.879  C1 1.090
7 H 1.078 -4.761 1.594  C2 1.090
8 H 1.290 -3.932 0.041  C2 1.090
9 H 0.635 -2.284 1.388  O3 0.960
10 C -1.690 0.343 0.379  C11 1.502, H13 1.090, H14 1.090, H15 1.090
11 C -0.903 -0.766 1.016  C10 1.502, O12 1.490, H16 1.090, H17 1.090
12 O 0.516 -0.634 0.580  C11 1.490, H18 0.960
13 H -1.261 0.583 -0.594  C10 1.090
14 H -1.351 1.243 0.892  C10 1.090
15 H -2.760 0.161 0.482  C10 1.090
16 H -1.426 -1.686 0.757  C11 1.090
17 H -0.940 -0.781 2.105  C11 1.090
18 H 0.923 0.057 1.107  O12 0.960
19 C -1.824 4.460 -2.746  C20 1.583, H22 1.090, H23 1.090, H24 1.090
20 C -0.570 4.048 -1.872  C19 1.583, O21 1.420, H25 1.090, H26 1.090
21 O -1.062 3.108 -0.929  C20 1.420, H27 0.960
22 H -2.273 3.680 -3.361  C19 1.090
23 H -1.310 5.107 -3.457  C19 1.090
24 H -2.622 4.928 -2.169  C19 1.090
25 H -0.352 4.930 -1.271  C20 1.090
26 H 0.268 3.685 -2.467  C20 1.090
27 H -0.590 3.115 -0.094  O21 0.960

Atomic partial charges in e from the Mulliken method, atoms 1 to 8: C -1.07; C -0.19; O -0.57; H 0.33; H 0.28; H 0.27; H 0.23; H 0.33

***

Model 2:
Molecular formula: C6H18O3
Method: DFT, ωB97M-V/def2-TZVPD

* multiplicity: 1
* LUMO level: 0.0243 hartree
* SMILES string: CCO.CCO.CCO

Bonds (Å) are listed after each position.
Atoms and positions in Å:
1 C 8.633 -21.799 -11.727  C2 1.518, H4 1.090, H5 1.090, H6 1.090
2 C 9.112 -20.978 -10.544  C1 1.518, O3 1.340, H7 1.090, H8 1.090
3 O 10.349 -21.243 -10.100  C2 1.340, H9 0.960
4 H 8.975 -21.543 -12.730  C1 1.090
5 H 7.562 -21.607 -11.792  C1 1.090
6 H 8.728 -22.883 -11.669  C1 1.090
7 H 8.426 -21.015 -9.698  C2 1.090
8 H 9.307 -19.951 -10.855  C2 1.090
9 H 10.884 -20.625 -10.602  O3 0.960
10 C 7.670 -17.689 -7.934  C11 1.519, H13 1.090, H14 1.090, H15 1.090
11 C 8.350 -18.692 -7.018  C10 1.519, O12 1.371, H16 1.090, H17 1.090
12 O 7.443 -19.035 -6.048  C11 1.371, H18 0.960
13 H 6.997 -17.013 -7.407  C10 1.090
14 H 7.106 -18.150 -8.744  C10 1.090
15 H 8.389 -17.067 -8.467  C10 1.090
16 H 9.300 -18.278 -6.680  C11 1.090
17 H 8.632 -19.504 -7.688  C11 1.090
18 H 7.973 -19.460 -5.370  O12 0.960
19 C 8.498 -19.818 -1.767  C20 1.512, H22 1.090, H23 1.090, H24 1.090
20 C 9.521 -19.312 -2.759  C19 1.512, O21 1.410, H25 1.090, H26 1.090
21 O 9.170 -20.037 -3.916  C20 1.410, H27 0.960
22 H 8.748 -20.858 -1.559  C19 1.090
23 H 7.482 -19.593 -2.091  C19 1.090
24 H 8.538 -19.169 -0.892  C19 1.090
25 H 10.578 -19.361 -2.495  C20 1.090
26 H 9.323 -18.295 -3.099  C20 1.090
27 H 9.880 -20.538 -4.323  O21 0.960

Atomic partial charges in e from the Mulliken method, atoms 1 to 8: C -1.17; C -0.12; O -0.52; H 0.30; H 0.33; H 0.31; H 0.18; H 0.32

***

What are the relative energies? In hartree: model 1 0.0074; model 2 0.0000.

***

Model 1:
Molecular formula: C6H18O3
Method: DFT, ωB97M-V/def2-TZVPD

* multiplicity: 1
* LUMO level: 0.0138 hartree
* SMILES string: CCO.CCO.CCO

Bonds (Å) are listed after each position.
Atoms and positions in Å:
1 C 0.493 -1.563 -0.863  C2 1.533, H4 1.022, H5 1.000, H6 1.064
2 C -0.648 -0.725 -0.273  C1 1.533, O3 1.413, H7 0.972, H8 1.145
3 O 0.002 0.284 0.472  C2 1.413, H9 0.903
4 H 0.850 -2.248 -0.195  C1 1.022
5 H 1.109 -0.999 -1.413  C1 1.000
6 H 0.081 -2.218 -1.593  C1 1.064
7 H -1.388 -1.263 0.056  C2 0.972
8 H -1.171 -0.110 -1.084  C2 1.145
9 H -0.378 0.242 1.290  O3 0.903
10 C 1.514 2.753 -3.656  C11 1.542, H13 1.076, H14 0.944, H15 1.219
11 C 0.783 1.733 -2.760  C10 1.542, O12 1.308, H16 1.180, H17 1.066
12 O 0.667 2.252 -1.564  C11 1.308, H18 0.843
13 H 2.475 2.950 -3.212  C10 1.076
14 H 1.245 3.658 -3.647  C10 0.944
15 H 1.253 2.478 -4.815  C10 1.219
16 H 1.212 0.634 -2.751  C11 1.180
17 H -0.159 1.752 -3.257  C11 1.066
18 H 0.474 1.638 -1.020  O12 0.843
19 C -0.567 -2.168 2.998  C20 1.561, H22 1.079, H23 1.130, H24 1.002
20 C -0.975 -0.877 3.774  C19 1.561, O21 1.369, H25 1.040, H26 1.135
21 O -1.268 0.162 2.931  C20 1.369, H27 1.125
22 H 0.174 -1.870 2.273  C19 1.079
23 H -1.460 -2.565 2.431  C19 1.130
24 H -0.545 -2.964 3.608  C19 1.002
25 H -0.227 -0.777 4.490  C20 1.040
26 H -1.817 -1.282 4.417  C20 1.135
27 H -1.730 1.092 3.363  O21 1.125

Atomic partial charges in e from the Mulliken method, atoms 1 to 8: C -1.20; C -0.41; O -0.56; H 0.43; H 0.27; H 0.41; H 0.53; H 0.25

***

Model 2:
Molecular formula: C6H18O3
Method: DFT, ωB97M-V/def2-TZVPD

* multiplicity: 1
* LUMO level: 0.0244 hartree
* SMILES string: CCO.CCO.CCO

Bonds (Å) are listed after each position.
Atoms and positions in Å:
1 C -23.139 18.451 16.268  C2 1.526, H4 1.090, H5 1.090, H6 1.090
2 C -24.231 17.475 16.694  C1 1.526, O3 1.419, H7 1.090, H8 1.090
3 O -25.326 17.922 15.911  C2 1.419, H9 0.960
4 H -22.300 18.486 16.963  C1 1.090
5 H -23.523 19.471 16.285  C1 1.090
6 H -22.833 18.347 15.227  C1 1.090
7 H -24.459 17.650 17.746  C2 1.090
8 H -23.967 16.439 16.481  C2 1.090
9 H -25.537 18.779 16.289  O3 0.960
10 C -16.046 16.021 18.025  C11 1.532, H13 1.090, H14 1.090, H15 1.090
11 C -17.217 17.007 18.079  C10 1.532, O12 1.436, H16 1.090, H17 1.090
12 O -17.078 17.563 19.395  C11 1.436, H18 0.960
13 H -16.266 15.094 18.554  C10 1.090
14 H -15.074 16.412 18.325  C10 1.090
15 H -15.851 15.824 16.971  C10 1.090
16 H -18.229 16.623 17.952  C11 1.090
17 H -17.116 17.800 17.338  C11 1.090
18 H -17.576 18.378 19.303  O12 0.960
19 C -10.711 13.514 17.496  C20 1.550, H22 1.090, H23 1.090, H24 1.090
20 C -9.357 12.848 17.850  C19 1.550, O21 1.411, H25 1.090, H26 1.090
21 O -8.995 13.291 19.140  C20 1.411, H27 0.960
22 H -11.492 13.309 18.227  C19 1.090
23 H -11.012 13.152 16.512  C19 1.090
24 H -10.656 14.601 17.439  C19 1.090
25 H -8.614 13.271 17.174  C20 1.090
26 H -9.367 11.762 17.756  C20 1.090
27 H -8.617 12.513 19.556  O21 0.960

Atomic partial charges in e from the Mulliken method, atoms 1 to 8: C -0.97; C -0.20; O -0.51; H 0.30; H 0.31; H 0.27; H 0.23; H 0.27

***

What are the relative energies? In hartree: model 1 0.1335; model 2 0.0000.